[1]
203
Properties=species:S:1:pos:R:3:forces:R:3 method="wB97M-V/def2-TZVPD" multiplicity=2 gap_ha="0.0555 / 0.1866" charge=+1 energy_ha=-9815.65165
C -7.288 2.731 2.986 -0.559 0.374 0.659
C -6.233 3.279 2.023 0.571 -0.549 -0.086
C -5.166 2.192 1.576 -1.609 0.479 0.683
O -5.937 1.163 0.962 0.146 -0.168 -0.110
C -5.244 -0.072 0.684 0.441 0.567 0.803
N -6.793 3.883 0.753 -0.511 -0.902 0.408
H -5.981 4.201 0.243 0.818 0.299 -1.008
H -7.274 3.168 0.227 -0.118 -0.362 -0.456
H -7.412 4.676 0.848 -0.317 0.249 0.482
H -6.896 2.553 3.987 0.691 0.034 -0.163
H -7.827 1.808 2.773 0.399 0.019 -0.803
H -8.060 3.464 3.220 -0.067 0.323 -0.369
H -5.756 4.170 2.430 0.356 -0.458 0.548
H -4.712 1.879 2.515 0.250 -0.267 -0.021
H -4.413 2.594 0.898 0.058 0.070 -0.020
H -4.168 0.105 0.689 0.131 0.154 -0.714
H -5.622 -0.503 -0.243 0.151 0.178 0.047
H -5.327 -0.792 1.498 -0.677 -0.007 0.116
C 8.220 1.440 -1.585 -1.797 -1.959 -1.666
O 8.784 2.522 -1.000 2.343 1.689 1.675
C 9.903 2.193 -0.118 -0.097 1.224 -1.143
C 10.785 3.492 0.068 -1.060 -0.007 0.946
N 9.898 4.687 0.601 1.849 -1.127 0.149
H 9.966 5.365 -0.144 -0.503 0.420 -0.079
H 8.946 4.362 0.688 -0.601 -0.109 -0.116
C 10.352 5.314 1.932 -1.185 0.375 -0.454
C 9.252 5.078 3.000 2.693 0.290 0.092
O 9.193 3.707 3.267 -1.495 -0.256 -0.802
C 8.031 3.340 4.034 0.357 -1.188 -0.145
H 7.533 1.741 -2.376 -0.345 0.628 0.328
H 7.644 0.817 -0.901 0.063 -0.121 0.264
H 8.846 0.791 -2.198 0.963 -0.088 0.494
H 10.479 1.394 -0.585 0.350 0.156 -0.050
H 9.542 1.795 0.830 -0.060 0.318 0.229
H 11.305 3.920 -0.789 -0.460 -0.567 -0.420
H 11.566 3.395 0.822 -0.254 -0.542 0.067
H 10.385 6.387 1.742 0.041 0.043 0.054
H 11.373 5.005 2.155 -0.346 -0.389 0.165
H 8.383 5.652 2.679 -0.643 -0.642 0.060
H 9.660 5.538 3.900 -0.227 0.591 0.194
H 7.988 2.252 4.060 0.668 -0.101 0.296
H 7.072 3.508 3.543 0.070 1.135 -0.016
H 8.143 3.714 5.052 -0.427 0.198 -0.084
C -4.538 -2.589 -2.318 -0.294 -0.551 1.309
O -5.403 -3.175 -1.338 0.080 0.246 1.122
C -6.757 -3.256 -1.675 0.774 -1.050 -0.562
C -7.572 -3.713 -0.449 -1.609 -0.029 -1.391
N -6.923 -4.844 0.234 1.635 0.945 1.209
H -6.944 -5.701 -0.300 -0.067 0.026 -0.582
H -5.974 -4.500 0.252 1.358 -0.303 0.361
C -7.279 -5.250 1.669 -0.693 -0.325 -2.033
C -6.545 -4.452 2.752 -1.994 0.409 -0.465
O -5.727 -3.555 2.132 2.366 0.407 -2.477
C -4.709 -3.033 2.982 -0.367 -0.475 1.013
H -4.774 -3.024 -3.289 0.353 0.230 -0.187
H -3.564 -2.869 -1.917 0.222 0.055 -0.708
H -4.641 -1.506 -2.256 -0.055 0.145 -0.486
H -6.791 -4.038 -2.433 -0.549 -0.248 -0.348
H -7.074 -2.344 -2.180 -0.622 0.227 0.499
H -8.469 -4.219 -0.804 -0.532 0.889 -0.261
H -7.838 -2.856 0.170 0.341 -0.516 0.554
H -6.959 -6.292 1.656 -0.085 0.012 0.391
H -8.366 -5.243 1.590 -0.074 0.094 0.980
H -6.128 -5.273 3.336 0.590 0.792 0.800
H -7.198 -3.715 3.219 -0.903 -1.258 1.280
H -4.251 -3.902 3.455 0.612 0.398 0.174
H -5.228 -2.432 3.728 0.172 0.168 0.383
H -3.969 -2.397 2.495 -0.246 -0.452 -0.487
C 3.527 1.910 2.698 1.047 -1.345 2.105
O 2.978 3.183 2.588 -0.598 -0.667 -1.617
C 2.328 3.219 1.320 -0.766 3.598 0.658
C 1.783 4.665 1.287 0.272 0.639 0.520
N 1.158 5.056 2.689 0.415 -1.749 -3.061
H 1.635 4.466 3.355 -0.036 -1.211 0.336
H 1.585 5.918 2.994 -0.039 2.195 0.020
C -0.305 4.903 2.717 -0.134 -1.098 0.738
C -0.831 4.867 4.104 -0.076 0.695 2.235
O -0.369 3.770 4.935 -0.957 0.153 -0.868
C 0.464 4.106 6.039 0.968 0.655 -1.003
H 2.852 1.264 3.261 -0.231 -0.290 -0.242
H 4.409 1.984 3.334 0.150 0.065 -0.010
H 3.845 1.400 1.788 -0.270 0.388 -0.354
H 1.430 2.622 1.163 0.522 -1.070 0.284
H 3.098 3.177 0.549 -0.226 -0.514 -0.356
H 1.132 4.870 0.437 -0.743 -0.234 0.525
H 2.560 5.412 1.125 0.501 -0.132 0.416
H -0.574 3.897 2.396 0.446 0.118 -0.936
H -0.839 5.656 2.139 0.565 -0.091 -0.053
H -1.915 4.838 3.998 -0.136 -0.379 0.255
H -0.627 5.811 4.608 0.118 0.129 0.208
H 1.390 4.469 5.593 0.490 0.192 0.309
H 0.744 3.227 6.620 -0.587 -0.069 -0.140
H 0.105 4.924 6.663 -0.478 -0.195 0.105
C -1.700 1.252 -1.171 0.870 1.588 -0.240
O -0.827 0.354 -0.468 -2.488 0.453 -0.961
C -1.403 -0.932 -0.671 2.322 -0.842 -0.107
C -0.389 -1.888 -0.043 0.421 0.515 0.806
N 1.023 -1.705 -0.575 -0.229 0.450 0.880
H 1.083 -2.103 -1.501 0.315 -0.985 -0.790
H 1.183 -0.729 -0.778 -0.085 0.772 0.362
C 2.240 -2.196 0.275 -0.853 0.391 -1.356
C 3.507 -1.639 -0.389 -1.312 -0.850 0.088
O 3.383 -0.219 -0.729 -2.696 -4.236 0.434
C 4.616 0.222 -0.997 1.560 3.073 0.453
H -1.250 2.244 -1.154 0.071 -0.152 0.105
H -2.720 1.421 -0.825 -0.080 -0.571 0.975
H -1.869 1.014 -2.221 0.516 -0.523 -0.263
H -1.467 -1.108 -1.744 -0.299 -0.097 -0.231
H -2.377 -1.084 -0.206 -0.069 0.172 0.192
H -0.705 -2.928 -0.123 0.367 0.191 0.249
H -0.298 -1.539 0.985 -0.199 -0.678 0.049
H 2.180 -3.272 0.108 0.440 -0.090 0.586
H 2.163 -1.906 1.323 -0.540 -0.043 -0.102
H 3.692 -2.283 -1.248 0.019 0.519 -0.669
H 4.319 -1.923 0.281 0.236 0.833 0.284
H 5.250 -0.279 -1.728 -0.236 -0.508 0.013
H 5.050 0.313 -0.002 1.349 0.028 -0.168
H 4.409 1.238 -1.334 0.727 0.323 -0.324
C -3.234 -2.914 -6.089 -1.128 -0.033 -0.377
O -2.880 -1.579 -5.726 0.835 0.744 1.437
C -3.598 -0.536 -6.312 -1.101 -0.877 -2.605
C -3.196 0.882 -6.016 3.251 -0.067 0.439
N -1.755 1.174 -6.715 -1.224 -1.384 -0.773
H -1.097 0.530 -6.300 0.440 -0.269 0.314
H -1.811 0.925 -7.692 -0.411 -1.053 -0.276
C -1.189 2.547 -6.867 0.341 -1.448 2.603
C -0.996 3.113 -5.420 -0.480 0.165 -0.834
O 0.180 2.668 -4.687 -1.284 -0.861 -4.582
C 0.325 3.306 -3.510 0.127 2.111 1.940
H -2.624 -3.283 -6.914 -0.135 0.149 -0.041
H -4.304 -2.940 -6.292 -0.189 0.200 -0.860
H -3.234 -3.666 -5.300 1.092 0.609 0.631
H -4.677 -0.686 -6.286 -0.422 0.290 1.135
H -3.554 -0.622 -7.398 0.588 -0.149 -0.730
H -2.865 0.900 -4.978 -0.662 0.686 0.235
H -3.805 1.713 -6.373 -0.394 -0.472 0.363
H -1.941 2.946 -7.548 0.410 1.318 0.476
H -0.209 2.436 -7.330 -0.117 0.051 -0.266
H -1.854 2.841 -4.806 -0.213 0.239 -0.018
H -1.126 4.155 -5.714 0.888 0.785 1.293
H 1.212 2.929 -3.001 -0.449 -0.517 0.257
H -0.621 3.319 -2.968 0.193 -0.451 0.674
H 0.540 4.369 -3.624 0.108 0.399 -0.371
C 7.417 -9.078 3.144 -2.658 -0.124 2.011
F 7.515 -10.424 3.289 -0.354 1.145 -0.009
F 7.367 -8.524 4.456 0.701 -0.904 -2.615
F 8.415 -8.692 2.438 1.703 0.967 -0.180
S 5.782 -8.613 2.243 -0.671 -1.031 0.192
O 5.930 -9.038 0.867 0.582 0.511 0.804
O 4.814 -9.399 3.018 1.129 1.692 -0.661
N 5.734 -6.917 2.354 2.571 -3.692 -0.690
S 4.267 -6.514 2.302 -3.873 1.669 1.200
O 3.491 -6.852 1.095 1.151 0.624 1.840
O 3.689 -6.665 3.638 -0.365 0.065 -1.709
C 4.463 -4.597 2.339 0.336 -1.823 0.140
F 4.758 -4.039 1.117 -0.461 0.040 0.952
F 3.350 -4.099 2.863 -0.239 0.518 -0.978
F 5.428 -4.290 3.204 0.506 0.386 -0.364
C 0.754 -0.627 -4.581 3.625 -2.218 0.928
F 0.597 -0.167 -5.788 -0.803 0.263 -2.103
F 1.677 0.122 -4.014 2.169 0.190 0.207
F -0.247 -0.406 -3.837 -4.117 -0.344 1.229
S 1.301 -2.570 -4.731 0.602 -0.185 -1.515
O 0.169 -3.224 -5.397 0.987 1.480 1.010
O 2.577 -2.563 -5.495 -2.752 0.686 2.341
N 1.390 -3.028 -3.047 -0.551 4.858 -4.081
S 1.605 -4.524 -3.065 1.983 -5.727 0.582
O 2.023 -5.135 -4.338 -1.381 1.179 2.065
O 2.413 -4.839 -1.903 -1.180 0.062 -0.424
C -0.179 -5.184 -2.635 -0.268 2.214 -2.358
F -0.978 -5.292 -3.729 0.589 -0.118 -0.280
F -0.112 -6.332 -2.104 0.011 -1.425 1.518
F -0.892 -4.247 -1.905 0.925 -0.765 0.545
C -3.476 6.244 1.233 0.781 -0.148 -0.475
F -4.605 6.889 1.080 -0.715 0.454 -0.803
F -2.538 7.098 1.639 0.101 -0.042 -0.872
F -3.658 5.422 2.251 -0.143 -1.370 0.471
S -2.882 5.224 -0.371 2.498 1.520 1.192
O -2.214 6.223 -1.242 -2.513 -2.046 1.474
O -1.947 4.247 0.190 -1.771 0.633 -0.415
N -4.375 4.505 -0.814 1.694 1.392 2.604
S -4.263 4.359 -2.337 -0.205 1.280 -5.017
O -4.513 5.578 -3.093 -0.361 -1.373 0.792
O -3.059 3.659 -2.733 -0.494 -0.694 0.073
C -5.752 3.228 -2.733 1.583 1.077 -0.190
F -6.882 3.883 -2.572 -0.722 0.278 0.510
F -5.724 2.753 -3.957 0.352 0.257 -1.209
F -5.683 2.186 -1.956 -0.388 -1.352 1.717
C -1.099 -1.090 3.996 0.794 -1.737 -1.258
F -0.958 -0.406 2.812 -0.501 -0.378 0.936
F -0.614 -0.360 4.960 -0.486 0.624 0.436
F -2.409 -1.393 4.177 0.953 0.690 -0.083
S -0.029 -2.696 3.989 1.719 -1.322 1.343
O 1.385 -2.250 3.854 -3.255 -0.244 -0.536
O -0.340 -3.354 5.293 0.376 1.958 -3.126
N -0.607 -3.511 2.589 1.734 4.046 1.429
S -0.969 -4.925 3.059 1.105 -4.693 -0.087
O 0.195 -5.773 3.344 -2.276 1.231 -0.354
O -2.077 -4.848 3.970 -1.018 -1.048 -0.037
C -1.696 -5.714 1.378 1.877 0.236 2.834
F -0.680 -5.965 0.524 -1.659 -0.125 0.632
F -2.380 -6.859 1.743 0.826 1.637 -1.284
F -2.520 -4.796 0.868 -0.655 -0.464 -0.818

=====

[2]
140
Properties=species:S:1:pos:R:3:forces:R:3 method="wB97M-V/def2-TZVPD" multiplicity=2 gap_ha="0.3102 / 0.3092" charge=0 energy_ha=-2247.31844
C 4.592 -1.199 -0.753 0.293 0.194 -0.035
C 5.359 -0.735 0.488 -0.425 0.034 -0.013
C 4.462 -0.429 1.691 -0.010 -0.119 -0.210
C 3.588 0.809 1.505 0.453 -0.010 0.163
C 4.380 2.122 1.349 -0.395 0.156 -0.104
C 4.156 2.794 -0.009 0.027 -0.130 0.163
C 2.671 3.117 -0.247 0.053 -0.128 0.038
C 2.361 4.567 -0.602 0.211 -0.122 0.224
C 2.903 5.637 0.378 -0.096 0.006 -0.504
C 1.770 6.511 0.903 -0.054 -0.059 -0.249
C 0.861 5.819 1.922 0.150 0.146 0.358
C 1.564 4.881 2.899 -0.127 -0.328 0.371
C 0.588 3.873 3.532 0.140 -0.017 -0.611
C 0.557 2.631 2.630 0.014 0.254 0.404
C -0.671 1.752 2.746 0.339 -0.320 -0.167
C -0.566 0.434 1.935 -0.462 0.508 -0.150
I 0.659 -0.893 3.148 0.005 -0.262 0.104
C -1.959 -0.200 1.788 0.363 -0.315 0.190
C -2.222 -1.007 0.503 -0.535 -0.402 0.470
C -3.051 -2.250 0.869 -0.075 0.381 -0.150
C -3.046 -0.178 -0.493 0.564 0.049 0.017
N -0.964 -1.473 -0.119 -0.386 0.710 -0.491
O -1.116 -2.370 -1.010 0.139 -0.303 0.163
C 0.095 -0.477 -0.425 0.516 -0.156 0.049
C 1.448 -1.216 -0.384 -0.515 0.318 -0.374
C -0.077 0.093 -1.837 -0.033 0.171 0.074
C 0.089 0.685 0.579 0.183 -0.301 0.368
H 4.349 -2.259 -0.697 -0.100 -0.068 0.031
H 3.656 -0.659 -0.890 0.819 -0.003 0.045
H 5.191 -1.038 -1.647 0.062 -0.109 -0.099
H 6.065 -1.515 0.764 0.239 0.077 0.021
H 5.915 0.170 0.240 0.224 -0.019 0.014
H 5.091 -0.313 2.576 -0.013 0.076 0.112
H 3.808 -1.284 1.881 0.017 -0.108 0.069
H 2.948 0.646 0.637 0.152 0.117 -0.011
H 2.917 0.883 2.363 0.104 -0.082 -0.085
H 5.443 1.957 1.520 0.097 -0.029 0.041
H 4.035 2.822 2.116 0.149 0.045 0.107
H 4.743 3.711 -0.067 0.121 0.023 -0.025
H 4.526 2.123 -0.786 0.048 0.050 -0.137
H 2.099 2.845 0.644 0.313 0.071 -0.207
H 2.293 2.473 -1.043 -0.146 -0.001 -0.059
H 2.749 4.768 -1.601 -0.081 0.068 -0.101
H 1.275 4.669 -0.640 -0.096 0.010 -0.214
H 3.463 5.177 1.191 0.107 0.090 -0.055
H 3.594 6.278 -0.169 0.160 0.041 0.077
H 2.144 7.462 1.285 0.164 -0.052 0.227
H 1.165 6.768 0.030 -0.073 0.225 0.041
H 0.050 5.289 1.420 0.033 -0.161 -0.118
H 0.383 6.585 2.536 -0.237 0.044 -0.125
H 2.075 5.454 3.673 0.065 0.132 -0.002
H 2.330 4.280 2.405 0.018 0.142 0.045
H -0.408 4.317 3.574 -0.075 0.025 0.292
H 0.926 3.604 4.530 -0.214 -0.035 0.189
H 1.451 2.043 2.860 -0.041 0.018 -0.114
H 0.669 2.988 1.605 -0.266 -0.103 0.078
H -0.841 1.497 3.791 -0.221 0.062 0.099
H -1.543 2.299 2.380 -0.090 0.050 -0.036
H -2.719 0.579 1.841 0.010 0.165 -0.028
H -2.125 -0.838 2.652 -0.116 -0.032 0.041
H -3.600 -2.616 0.005 0.161 -0.202 -0.088
H -2.416 -3.031 1.276 0.012 -0.098 0.058
H -3.794 -1.953 1.610 -0.007 -0.032 0.106
H -3.018 -0.672 -1.461 -0.174 -0.007 -0.092
H -2.634 0.826 -0.595 -0.100 0.083 -0.042
H -4.069 -0.103 -0.132 -0.116 0.027 -0.022
H 1.850 -1.280 0.620 -0.036 -0.240 0.074
H 1.344 -2.200 -0.831 -0.012 -0.126 0.045
H 2.169 -0.662 -0.986 -0.711 -0.048 0.068
H -0.939 0.753 -1.912 -0.118 -0.111 -0.051
H 0.797 0.703 -2.061 0.073 0.014 -0.056
H -0.152 -0.700 -2.575 -0.006 -0.102 -0.040
H 1.131 0.955 0.745 -0.233 0.169 -0.078
H -0.391 1.569 0.152 -0.195 0.012 -0.097
C 7.176 9.640 -1.422 0.028 0.010 -0.005
C 6.732 10.651 -0.376 0.076 -0.060 -0.009
N 5.307 10.606 -0.107 -0.029 0.040 0.007
C 4.828 11.739 0.664 -0.056 0.155 0.008
C 5.333 11.903 2.103 -0.061 0.014 0.022
C 4.782 9.307 0.275 -0.039 -0.191 -0.039
C 5.381 8.620 1.509 -0.110 -0.063 0.027
H 6.603 9.758 -2.343 -0.036 -0.013 0.012
H 8.231 9.791 -1.655 0.004 0.001 0.000
H 7.065 8.612 -1.076 -0.001 -0.004 0.003
H 6.960 11.653 -0.747 -0.031 0.036 0.050
H 7.342 10.511 0.531 0.009 0.003 -0.011
H 3.735 11.704 0.673 -0.003 -0.058 -0.002
H 5.088 12.642 0.105 0.055 -0.031 -0.022
H 4.874 11.186 2.783 0.037 -0.037 -0.008
H 5.080 12.900 2.468 -0.003 0.003 -0.011
H 6.416 11.794 2.171 0.011 -0.004 -0.015
H 4.896 8.634 -0.579 0.051 0.026 -0.012
H 3.701 9.411 0.407 0.005 0.073 0.033
H 6.470 8.673 1.524 0.007 0.016 -0.035
H 5.108 7.562 1.504 -0.005 0.001 0.003
H 5.008 9.044 2.441 0.060 0.043 0.007
C -7.556 -5.839 -4.952 -0.002 0.004 -0.031
C -6.697 -4.647 -4.558 0.017 -0.077 -0.061
N -6.710 -4.381 -3.131 -0.016 0.043 0.040
C -6.134 -3.096 -2.778 -0.002 0.185 0.017
C -4.640 -2.875 -3.044 0.006 0.023 0.086
C -6.339 -5.497 -2.280 -0.029 -0.191 0.064
C -4.960 -6.137 -2.491 0.016 -0.024 0.118
H -8.577 -5.717 -4.589 0.006 -0.005 0.039
H -7.587 -5.925 -6.039 0.001 0.000 -0.004
H -7.161 -6.778 -4.564 0.002 -0.002 0.003
H -7.091 -3.758 -5.057 0.039 0.047 0.032
H -5.680 -4.798 -4.954 -0.009 0.000 -0.012
H -6.336 -2.917 -1.717 0.003 -0.058 0.016
H -6.698 -2.328 -3.317 -0.011 -0.053 -0.056
H -4.012 -3.407 -2.331 0.035 -0.026 -0.046
H -4.405 -1.813 -2.947 -0.019 0.006 -0.014
H -4.351 -3.181 -4.050 -0.018 -0.015 -0.012
H -7.098 -6.275 -2.396 -0.004 0.015 -0.060
H -6.429 -5.169 -1.242 0.029 0.078 -0.012
H -4.739 -6.297 -3.548 -0.025 0.002 -0.014
H -4.932 -7.114 -2.001 -0.008 0.007 0.005
H -4.157 -5.540 -2.062 0.021 0.022 -0.069
C -2.719 -11.963 1.878 0.004 -0.031 -0.001
C -3.801 -11.763 0.828 0.085 -0.041 -0.006
N -4.407 -10.445 0.877 -0.062 0.019 -0.015
C -5.619 -10.336 0.085 -0.161 -0.016 -0.011
C -5.508 -10.484 -1.438 -0.044 0.051 -0.008
C -3.486 -9.326 0.786 0.149 0.105 0.064
C -2.580 -9.237 -0.450 -0.014 0.108 -0.012
H -3.104 -11.749 2.876 -0.004 0.040 -0.003
H -2.377 -12.999 1.859 0.001 -0.004 -0.001
H -1.850 -11.330 1.700 0.002 0.004 -0.001
H -4.596 -12.492 1.009 -0.045 0.023 -0.046
H -3.382 -12.003 -0.162 0.002 -0.012 0.008
H -6.087 -9.374 0.314 0.050 0.027 0.010
H -6.315 -11.096 0.453 0.052 -0.039 0.012
H -5.067 -9.604 -1.906 0.049 -0.023 0.002
H -6.504 -10.611 -1.867 -0.004 -0.001 0.011
H -4.917 -11.355 -1.722 0.010 -0.010 0.013
H -2.851 -9.337 1.675 -0.005 -0.069 0.001
H -4.072 -8.407 0.871 -0.057 -0.021 -0.045
H -2.124 -10.196 -0.699 -0.017 -0.024 0.033
H -1.769 -8.531 -0.259 -0.009 0.010 0.005
H -3.118 -8.878 -1.326 0.010 -0.065 -0.036